This record from the OMol25 dataset describes 2 unconnected molecules or ions with the total composition C4H14N3O in a non-equilibrium geometry. The level of theory is ωB97M-V/def2-TZVPD.

For the HOMO energy (alpha / beta), the calculation gives -3.524 / -8.610 eV. The total charge is 0. The spin multiplicity is 2. The value obtained for the energy is -400.143713 hartree. The energy above the lowest of the compared OMol25 structures with the same formula, charge and spin is 246.0 kJ/mol. The value obtained for the frontier orbital gap (alpha / beta) is 4.410 / 9.445 eV.

```
22
C4H14N3O (ωB97M-V/def2-TZVPD)
C 2.346 0.365 -1.840
O 1.916 -0.891 -1.383
H 2.617 -1.518 -1.130
H 1.970 0.278 -2.856
H 3.383 0.418 -1.997
H 1.618 1.065 -1.311
C 0.272 0.143 1.287
C -0.081 0.840 2.631
C -1.600 -0.373 -0.205
N -0.937 -0.644 0.914
N -2.576 -1.221 -0.804
N -1.170 0.548 -1.113
H 0.756 0.803 0.619
H 1.090 -0.634 1.617
H -1.091 1.324 2.562
H 0.735 1.607 2.756
H -1.516 -0.918 1.732
H -2.558 -2.259 -0.528
H -3.302 -0.774 -1.373
H -0.288 0.980 -1.176
H -1.644 0.556 -1.993
H 0.059 0.306 3.591
```